*P*
Below is a 9-piece molecular cluster, C5H25NO10 overall, with properties calculated with wB97M-V/def2-TZVPD.

CARTESIAN COORDINATES (ANGSTROEM)
C -1.22 -0.94 4.19
N -0.11 -0.46 3.87
C 0.03 0.88 3.35
C 1.33 1.03 2.60
C 1.64 0.05 1.48
C 0.75 0.25 0.30
O -0.45 0.25 0.31
O 1.42 0.29 -0.90
H -2.11 -0.31 4.26
H -1.32 -2.01 4.39
H -0.86 1.17 2.78
H -0.01 1.60 4.18
H 1.51 2.06 2.28
H 2.13 0.90 3.34
H 1.71 -0.97 1.85
H 2.65 0.25 1.10
H 0.92 0.81 -1.57
O -0.73 -3.73 0.45
H -0.84 -4.61 0.07
H -1.58 -3.28 0.44
O -0.04 -3.19 -2.32
H -0.51 -3.24 -1.47
H 0.86 -2.94 -2.02
O 2.21 3.85 -0.91
H 2.75 4.07 -0.14
H 2.12 2.89 -0.83
O 2.41 -2.12 -1.62
H 2.98 -2.07 -2.39
H 2.04 -1.24 -1.37
O -0.47 1.14 -2.61
H -1.09 0.38 -2.72
H -0.34 1.50 -3.49
O -3.60 0.41 0.57
H -2.97 0.83 -0.03
H -3.28 -0.48 0.68
O -0.84 4.02 -1.64
H -1.00 3.06 -1.63
H -1.19 4.22 -2.51
O -1.56 -1.26 -3.40
H -0.94 -1.87 -2.92
H -2.43 -1.66 -3.32

As for the HOMO-LUMO gap: 0.352 hartree.

---

*Q*
Below is a 9-piece molecular cluster, C5H25NO10 overall, with properties calculated with wB97M-V/def2-TZVPD.

CARTESIAN COORDINATES (ANGSTROEM)
C 1.21 2.97 1.51
N 0.33 2.48 0.44
C -0.25 1.26 0.33
O -0.74 0.90 -0.75
C -0.30 0.42 1.52
C -1.35 0.90 2.62
C -2.63 0.30 2.28
O -3.53 0.82 1.66
H 1.82 3.75 1.10
H 0.60 3.21 2.37
H 1.93 2.17 1.74
H 0.37 2.97 -0.44
H -0.56 -0.57 1.09
H 0.64 0.19 2.06
H -0.93 0.48 3.56
H -1.20 1.97 2.79
H -2.53 -0.80 2.37
O -0.20 1.74 -3.18
H -0.54 1.13 -3.85
H -0.43 1.50 -2.26
O -2.10 -2.68 -1.48
H -1.17 -2.54 -1.22
H -2.61 -1.93 -1.13
O 0.07 -4.34 -0.82
H 0.66 -3.59 -0.98
H -0.81 -3.96 -0.72
O 2.56 -0.28 1.48
H 3.41 -0.49 1.84
H 2.64 0.19 0.64
O 2.23 1.33 -2.00
H 1.34 1.59 -2.31
H 2.87 1.62 -2.64
O 2.94 -2.98 -0.42
H 2.16 -2.71 0.06
H 2.63 -3.22 -1.29
O 0.69 -1.53 -1.68
H 0.03 -1.01 -2.15
H 0.94 -1.12 -0.86
O -3.25 -0.44 -0.55
H -4.11 -0.18 -0.21
H -2.85 0.43 -0.54

As for the HOMO-LUMO gap: 0.394 hartree.

---

Sorted by energy, starting with the most stable: *P*, *Q*.

---

*P*
Below is an isolated ion of composition C5H6N and charge +1, with properties calculated with wB97M-V/def2-TZVPD.

CARTESIAN COORDINATES (ANGSTROEM)
C 1.70 -0.02 -0.02
C 0.97 -1.09 -0.05
C -0.44 -1.38 0.00
C -0.45 1.17 -0.37
C -0.63 0.05 0.52
N 0.75 0.90 0.40
H 2.61 0.34 -0.36
H -0.94 -1.40 -0.91
H -0.80 -2.07 0.63
H -0.55 1.31 -1.39
H -1.04 1.91 0.18
H -1.17 0.27 1.36

The net charge is +1. As for the HOMO-LUMO gap: 0.312 hartree.

---

*Q*
Below is an isolated ion of composition C5H6N and charge +1, with properties calculated with wB97M-V/def2-TZVPD.

CARTESIAN COORDINATES (ANGSTROEM)
C 2.45 0.20 0.49
N 1.33 0.52 0.48
C 0.02 0.40 0.34
C -0.82 1.02 1.22
C -0.20 -0.48 -0.84
C -1.34 -1.10 -1.14
H 3.48 -0.01 0.20
H -0.16 1.54 1.96
H -1.87 1.23 1.33
H 0.67 -0.56 -1.58
H -1.41 -1.69 -2.07
H -2.15 -1.07 -0.40

The net charge is +1. As for the HOMO-LUMO gap: 0.304 hartree.

---

Sorted by energy, starting with the most stable: *Q*, *P*.

---

*P*
Below is C10H14N2 in the gas phase, with properties calculated with wB97M-V/def2-TZVPD.

CARTESIAN COORDINATES (ANGSTROEM)
C 3.78 -0.14 0.07
C 3.18 1.09 -0.34
C 3.00 -1.23 0.15
C 1.81 1.27 -0.11
C 1.63 -1.07 0.22
C 0.97 0.19 0.25
C -2.55 -1.26 0.83
C -1.37 -0.77 -0.08
C -0.55 0.34 0.39
C -2.04 -0.31 -1.37
N -2.27 1.92 0.59
N -1.03 1.51 0.69
H 4.80 -0.18 -0.30
H 3.78 1.91 -0.52
H 3.45 -2.19 0.15
H 1.32 2.30 -0.40
H 1.05 -1.98 0.20
H -2.38 -1.47 1.92
H -3.27 -0.44 0.92
H -0.72 -1.61 -0.44
H -2.79 0.59 -1.28
H -2.59 -1.18 -1.78
H -1.28 -0.18 -2.05
H -2.99 -2.16 0.47
H -2.54 2.89 0.91
H -0.37 2.18 0.90

As for the HOMO-LUMO gap (alpha / beta): 0.282 / 0.282 hartree.

---

*Q*
Below is C10H14N2 in the gas phase, with properties calculated with wB97M-V/def2-TZVPD.

CARTESIAN COORDINATES (ANGSTROEM)
C -0.60 2.06 -0.29
N -0.08 0.87 0.27
C 1.15 0.42 0.24
C 2.24 1.21 0.40
C 3.47 0.62 0.47
C 3.57 -0.77 0.39
C 2.50 -1.56 -0.07
C 1.31 -0.97 -0.05
N 0.05 -1.58 -0.20
C -0.98 -0.64 0.09
C -1.74 -0.99 1.31
C -1.95 -0.61 -1.14
H 0.11 2.78 -0.60
H -1.23 1.78 -1.15
H -1.16 2.71 0.48
H 2.20 2.23 0.63
H 4.35 1.17 0.70
H 4.41 -1.34 0.56
H 2.61 -2.65 -0.08
H -0.13 -2.05 -1.08
H -1.05 -0.59 2.08
H -1.77 -2.11 1.25
H -2.84 -0.63 1.43
H -1.38 -0.10 -1.82
H -2.90 -0.13 -0.88
H -2.18 -1.65 -1.48

As for the HOMO-LUMO gap: 0.287 hartree.

---

*R*
Below is C10H14N2 in the gas phase, with properties calculated with wB97M-V/def2-TZVPD.

CARTESIAN COORDINATES (ANGSTROEM)
C 3.37 -0.04 0.76
C 2.36 -0.08 -0.39
C 0.95 0.14 0.22
C 0.01 0.49 -0.87
C -0.77 1.60 -0.97
C -1.49 2.08 0.23
C -2.24 1.20 0.91
N -2.53 0.00 0.50
C -1.76 -0.92 0.05
C -2.42 -1.90 -0.86
N -0.72 -1.43 0.80
C 0.39 -1.02 1.00
H 4.33 -0.66 0.54
H 2.99 -0.28 1.80
H 3.88 1.06 0.65
H 2.53 -0.93 -0.94
H 2.41 0.88 -0.97
H 0.88 1.15 0.74
H 0.29 -0.07 -1.84
H -1.24 1.97 -1.95
H -1.44 3.16 0.56
H -2.89 1.65 1.63
H -2.11 -1.77 -1.86
H -3.43 -1.79 -0.73
H -2.26 -2.93 -0.77
H 0.92 -1.56 1.77

As for the HOMO-LUMO gap: 0.320 hartree.

---

Sorted by energy, starting with the most stable: *Q*, *P*, *R*.

---

*P*
Below is a 2-piece molecular cluster, HO3S3 overall, with properties calculated with wB97M-V/def2-TZVPD.

CARTESIAN COORDINATES (ANGSTROEM)
O 2.37 -0.42 -0.42
O 1.26 0.91 1.34
O 0.58 1.18 -1.01
S -2.32 -0.66 -0.50
S -1.04 -1.89 0.47
S 1.22 0.37 -0.01
H -2.06 0.50 0.13

The net charge is -1. As for the HOMO-LUMO gap (alpha / beta): 0.208 / 0.243 hartree.

---

*Q*
Below is an isolated ion of composition HO3S3 and charge -1, with properties calculated with wB97M-V/def2-TZVPD.

CARTESIAN COORDINATES (ANGSTROEM)
O 1.45 -0.45 0.69
S 0.74 0.22 -0.42
O 0.18 1.52 -0.12
S 2.02 0.43 -2.02
O -0.79 -0.73 -0.45
S -2.09 -1.00 0.70
H -1.50 0.01 1.62

The net charge is -1. As for the HOMO-LUMO gap: 0.270 hartree.

---

*R*
Below is an isolated ion of composition HO3S3 and charge -1, with properties calculated with wB97M-V/def2-TZVPD.

CARTESIAN COORDINATES (ANGSTROEM)
O -1.61 2.77 0.92
S -1.82 1.82 -0.17
O -0.82 1.93 -1.23
S -1.30 -0.57 0.72
O 0.13 -1.38 0.03
S -2.89 -1.24 -0.18
H 0.81 -0.72 0.06

The net charge is -1. As for the HOMO-LUMO gap (alpha / beta): 0.254 / 0.254 hartree.

---

Sorted by energy, starting with the most stable: *R*, *P*, *Q*.

---

*P*
Below is C6H13P in the gas phase, with properties calculated with wB97M-V/def2-TZVPD.

CARTESIAN COORDINATES (ANGSTROEM)
C 0.04 3.07 -1.03
P -0.07 1.54 -1.65
C 0.47 0.43 -0.16
C 1.76 -0.41 -0.30
C -0.87 -0.34 0.32
C -0.65 -0.86 1.71
C -0.99 -1.57 -0.65
H -0.31 3.97 -1.64
H 0.51 3.34 -0.15
H 0.73 1.01 0.77
H 1.60 -1.34 -0.99
H 2.01 -0.92 0.63
H 2.46 0.41 -0.48
H -1.73 0.27 0.13
H -0.83 -0.13 2.61
H 0.43 -1.17 1.82
H -1.45 -1.59 1.77
H -0.32 -2.41 -0.36
H -0.74 -1.18 -1.66
H -2.04 -2.11 -0.69

As for the HOMO-LUMO gap: 0.362 hartree.

---

*Q*
Below is a 2-piece molecular cluster, C6H13P overall, with properties calculated with wB97M-V/def2-TZVPD.

CARTESIAN COORDINATES (ANGSTROEM)
C 2.58 -1.49 0.23
C -2.53 -1.10 -0.21
C 2.08 -0.31 0.27
C 2.48 1.07 0.33
C -1.55 0.65 1.60
C -0.98 1.35 -1.02
P -1.12 -0.16 0.11
H 2.01 -2.36 -0.10
H 3.71 -1.65 0.24
H -2.32 -1.82 -1.01
H -3.19 -1.37 0.70
H 2.13 1.53 -0.55
H 2.24 1.52 1.31
H 3.65 1.04 0.35
H -1.13 1.76 1.69
H -2.68 0.80 1.63
H -1.13 0.11 2.43
H -0.74 2.23 -0.34
H -0.18 1.20 -1.64
H -2.00 1.63 -1.35

As for the HOMO-LUMO gap (alpha / beta): 0.265 / 0.283 hartree.

---

Sorted by energy, starting with the most stable: *P*, *Q*.

---

*P*
Below is C5H9NO2 in the gas phase, with properties calculated with wB97M-V/def2-TZVPD.

CARTESIAN COORDINATES (ANGSTROEM)
C -1.44 2.06 -0.52
C -0.71 0.78 -0.82
C -0.92 -0.39 -0.19
O -1.84 -0.52 0.80
N -0.12 -1.45 -0.45
C 1.12 -1.22 -0.09
C 1.65 -0.42 1.06
O 2.04 -2.07 -0.58
H -0.74 2.90 -0.59
H -1.86 2.06 0.49
H -2.25 2.22 -1.24
H -0.07 0.80 -1.70
H -1.82 -1.47 1.02
H 1.25 0.60 1.07
H 1.40 -0.91 2.00
H 2.73 -0.31 0.98
H 1.59 -2.65 -1.22

As for the HOMO-LUMO gap: 0.314 hartree.

---

*Q*
Below is a 2-piece molecular cluster, C5H9NO2 overall, with properties calculated with wB97M-V/def2-TZVPD.

CARTESIAN COORDINATES (ANGSTROEM)
C -2.32 -0.63 -1.16
C -2.70 0.28 -0.14
N 1.03 -0.29 -0.94
C 0.62 -0.03 1.42
C 1.13 0.61 0.25
C 2.52 0.02 -0.27
O 3.32 0.67 -1.02
O -2.04 0.88 0.82
H -3.18 -1.25 -1.58
H -1.24 -0.88 -1.27
H -3.74 0.49 0.01
H 1.27 0.00 -1.85
H 1.37 -0.34 2.16
H 0.06 0.66 2.08
H 0.06 -0.98 1.15
H 1.02 1.69 0.07
H 2.82 -0.91 0.28

As for the HOMO-LUMO gap: 0.128 hartree.

---

Sorted by energy, starting with the most stable: *P*, *Q*.

---

*P*
Below is C5H9NO2 in the gas phase, with properties calculated with wB97M-V/def2-TZVPD.

CARTESIAN COORDINATES (ANGSTROEM)
H -2.04 -0.28 2.29
N -1.36 -0.72 1.66
C -0.30 -0.01 1.57
C 1.02 -0.61 0.89
C 1.16 -0.08 -0.51
O 2.19 0.90 -0.59
C -0.22 0.62 -0.80
C -1.26 -0.24 -1.47
O -0.26 1.86 -0.79
H -0.18 0.96 2.09
H 0.88 -1.69 0.89
H 1.84 -0.30 1.54
H 1.35 -0.86 -1.25
H 1.73 1.77 -0.63
H -1.22 -1.26 -1.10
H -1.08 -0.24 -2.55
H -2.25 0.18 -1.25

As for the HOMO-LUMO gap: 0.386 hartree.

---

*Q*
Below is C5H9NO2 in the gas phase, with properties calculated with wB97M-V/def2-TZVPD.

CARTESIAN COORDINATES (ANGSTROEM)
C -0.11 2.33 -1.72
N -0.71 1.08 -1.30
C -0.16 0.50 -0.07
C -1.32 0.54 0.99
O -1.10 0.40 2.16
C 0.22 -0.96 -0.18
C 1.42 -1.57 0.50
O 1.72 -2.70 0.21
H 0.14 3.02 -0.91
H 0.87 2.20 -2.20
H -0.73 2.83 -2.48
H -0.61 0.38 -2.02
H 0.70 1.05 0.30
H -2.25 0.53 0.40
H -0.64 -1.62 0.02
H 0.41 -1.26 -1.24
H 2.04 -1.06 1.26

As for the HOMO-LUMO gap: 0.371 hartree.

---

Sorted by energy, starting with the most stable: *P*, *Q*.

---

*P*
Below is C5H9NO2 in the gas phase, with properties calculated with wB97M-V/def2-TZVPD.

CARTESIAN COORDINATES (ANGSTROEM)
C 1.48 -0.96 1.26
C 0.59 -0.85 0.05
O 0.71 -1.59 -0.92
C -0.77 0.03 0.28
C -1.84 -0.39 -0.72
C -0.26 1.41 0.01
N 0.78 1.41 -0.93
O -0.45 2.39 0.72
H 1.51 0.00 1.80
H 1.11 -1.75 1.91
H 2.49 -1.22 0.93
H -1.11 -0.06 1.31
H -2.81 0.00 -0.41
H -1.91 -1.48 -0.78
H -1.64 -0.02 -1.73
H 0.83 0.80 -1.74
H 1.28 2.28 -1.05

As for the HOMO-LUMO gap: 0.384 hartree.

---

*Q*
Below is C5H9NO2 in the gas phase, with properties calculated with wB97M-V/def2-TZVPD.

CARTESIAN COORDINATES (ANGSTROEM)
C -1.49 -0.91 0.52
C -0.16 -0.20 0.44
C 0.28 0.43 1.73
C 0.70 -0.48 -0.61
N 0.41 -1.34 -1.62
C 0.74 1.05 -0.99
O 0.29 1.40 -2.06
O 1.58 1.84 -0.28
H -2.01 -0.89 -0.44
H -1.35 -1.95 0.81
H -2.12 -0.46 1.29
H -0.37 1.28 1.98
H 1.30 0.79 1.69
H 0.17 -0.30 2.54
H -0.47 -1.83 -1.62
H 0.71 -1.05 -2.54
H 1.79 2.61 -0.83

As for the HOMO-LUMO gap: 0.326 hartree.

---

*R*
Below is C5H9NO2 in the gas phase, with properties calculated with wB97M-V/def2-TZVPD.

CARTESIAN COORDINATES (ANGSTROEM)
C 0.48 1.53 0.40
C 0.41 0.03 0.09
C 1.56 -0.46 -0.61
O 2.83 -0.14 0.09
C -0.38 -1.00 0.88
N -0.75 -0.57 -0.44
C -1.95 0.18 -0.63
O -2.89 0.06 0.16
H 1.39 1.71 0.87
H -0.35 1.76 1.04
H 0.40 2.01 -0.59
H 1.58 0.08 -1.51
H 1.57 -1.56 -0.67
H 3.23 0.74 -0.06
H 0.03 -2.07 0.98
H -0.89 -0.45 1.77
H -1.95 0.85 -1.55

As for the HOMO-LUMO gap: 0.385 hartree.

---

Sorted by energy, starting with the most stable: *P*, *Q*, *R*.

---

*P*
Below is C5H9NO2 as an isolated structure, with properties calculated with wB97M-V/def2-TZVPD.

CARTESIAN COORDINATES (ANGSTROEM)
O 0.70 0.77 0.77
C 1.69 0.09 0.27
O 1.62 -1.08 -0.07
C 2.96 0.87 0.09
H 3.81 0.21 0.21
H 2.97 1.28 -0.91
H 3.00 1.68 0.80
C -2.18 -0.15 -0.57
C -1.97 1.00 -1.17
C -1.40 -1.78 0.91
N -1.31 -0.62 0.43
H -3.00 -0.79 -0.83
H -1.13 1.63 -0.90
H -2.64 1.33 -1.94
H -0.67 -2.10 1.64
H -2.18 -2.45 0.59
H -0.26 0.10 0.68

As for the HOMO-LUMO gap: 0.337 hartree.

---

*Q*
Below is C5H9NO2 in the gas phase, with properties calculated with wB97M-V/def2-TZVPD.

CARTESIAN COORDINATES (ANGSTROEM)
C 1.46 2.06 1.58
C 0.76 0.88 1.07
O 0.25 0.03 1.75
O 0.52 0.89 -0.29
C -0.38 0.12 -0.98
C -1.59 -0.38 -0.36
C -0.44 -1.35 -0.83
N -0.48 -2.23 -1.94
H 2.08 2.43 0.76
H 0.71 2.81 1.88
H 2.11 1.71 2.39
H -0.55 0.59 -1.94
H -2.53 -0.42 -0.87
H -1.66 -0.14 0.68
H 0.11 -1.57 0.05
H -0.55 -3.17 -1.62
H -1.35 -1.96 -2.40

As for the HOMO-LUMO gap: 0.355 hartree.

---

*R*
Below is C5H9NO2 in the gas phase, with properties calculated with wB97M-V/def2-TZVPD.

CARTESIAN COORDINATES (ANGSTROEM)
N 1.49 0.34 1.18
C 0.07 0.23 0.97
C -0.72 1.26 1.75
O -0.23 2.19 2.33
C -0.29 0.45 -0.52
C 0.29 -0.65 -1.40
C -0.65 -1.82 -1.62
O -1.35 -2.26 -0.74
H 1.69 0.84 2.03
H 1.94 0.84 0.42
H -0.31 -0.75 1.24
H -1.81 1.11 1.77
H -1.38 0.44 -0.60
H 0.10 1.42 -0.82
H 0.64 -0.30 -2.38
H 1.19 -1.12 -0.97
H -0.68 -2.22 -2.65

As for the HOMO-LUMO gap: 0.380 hartree.

---

Sorted by energy, starting with the most stable: *R*, *P*, *Q*.

---

*P*
Below is C9H13N3 in the gas phase, with properties calculated with wB97M-V/def2-TZVPD.

CARTESIAN COORDINATES (ANGSTROEM)
C -1.60 -1.07 2.12
C -1.28 -0.58 0.73
N -2.41 -0.29 0.11
C -2.27 0.21 -1.12
N -3.36 0.57 -1.83
N -1.10 0.69 -1.60
C 0.10 0.48 -0.83
C 0.04 -0.21 0.33
C 1.19 -0.49 1.21
C 2.54 0.09 0.61
C 2.48 0.05 -0.93
C 1.32 0.77 -1.53
H -2.65 -1.09 2.30
H -1.25 -0.10 2.73
H -1.04 -2.02 2.28
H -4.17 0.46 -1.28
H -3.30 1.61 -2.33
H 1.32 -1.61 1.27
H 1.00 -0.03 2.25
H 3.40 -0.53 1.17
H 2.75 1.09 1.09
H 2.31 -0.97 -1.09
H 3.29 0.52 -1.43
H 1.41 1.88 -1.67
H 1.28 0.54 -2.56

As for the HOMO-LUMO gap: 0.341 hartree.

---

*Q*
Below is C9H13N3 in the gas phase, with properties calculated with wB97M-V/def2-TZVPD.

CARTESIAN COORDINATES (ANGSTROEM)
C -3.04 -1.07 0.99
N -2.06 -0.30 0.82
C -1.44 -0.02 -0.42
C -1.64 1.37 -0.91
C 0.00 -0.63 -0.36
C 0.13 -1.93 -0.34
C 1.37 -2.54 -0.18
C 2.42 -1.72 0.27
N 2.22 -0.39 0.24
C 1.05 0.23 0.03
N 1.12 1.53 0.28
C 2.27 2.33 0.53
H -3.71 -1.55 0.25
H -3.52 -1.18 1.97
H -1.94 -0.72 -1.24
H -1.01 1.50 -1.74
H -1.37 1.96 -0.06
H -2.72 1.54 -1.10
H -0.77 -2.44 -0.73
H 1.52 -3.63 -0.46
H 3.40 -2.08 0.39
H 0.24 2.08 0.14
H 2.94 1.79 1.09
H 2.71 2.66 -0.46
H 1.83 3.22 1.00

As for the HOMO-LUMO gap: 0.318 hartree.

---

Sorted by energy, starting with the most stable: *P*, *Q*.